{"formula": "C34H73ClNO19PS4", "method": "wB97M-V/def2-TZVPD", "total_energy_ev": -141972.883, "spin_multiplicity": 1, "charge": 0, "homo_lumo_gap_ev": 7.2244, "homo_ha": -0.2776, "lumo_ev": -0.3, "species": ["C", "C", "C", "N", "C", "C", "C", "C", "C", "C", "H", "H", "H", "H", "H", "H", "H", "H", "H", "H", "H", "H", "H", "H", "H", "H", "H", "H", "H", "H", "Cl", "O", "O", "O", "O", "C", "C", "C", "S", "O", "O", "C", "H", "H", "H", "H", "H", "H", "H", "H", "C", "C", "C", "S", "O", "O", "C", "H", "H", "H", "H", "H", "H", "H", "H", "C", "C", "C", "S", "O", "O", "C", "H", "H", "H", "H", "H", "H", "H", "H", "C", "C", "C", "S", "O", "O", "C", "H", "H", "H", "H", "H", "H", "H", "H", "C", "O", "C", "O", "O", "C", "H", "H", "H", "H", "H", "H", "C", "C", "O", "P", "O", "O", "C", "C", "O", "C", "C", "H", "H", "H", "H", "H", "H", "H", "H", "H", "H", "H", "H", "H", "H", "H"], "positions_angstrom": [[-4.94517, -2.33903, -5.26056], [-5.36556, -1.87876, -3.88916], [-4.96942, -0.44925, -3.62644], [-5.20849, 0.04501, -2.20022], [-4.95531, 1.52162, -2.17791], [-5.87584, 2.27691, -3.14100], [-7.40141, 1.87938, -3.01497], [-7.65953, 0.32252, -2.74774], [-6.65057, -0.37908, -1.81517], [-4.38804, -0.65789, -1.07785], [-5.38126, -1.70120, -6.02938], [-5.22841, -3.31377, -5.65776], [-3.89556, -2.17989, -5.50781], [-4.89979, -2.48185, -3.10977], [-6.39884, -2.21511, -3.80371], [-5.37374, 0.21454, -4.39064], [-3.89052, -0.47564, -3.77938], [-3.88525, 1.72845, -2.19384], [-5.11067, 1.81068, -1.13848], [-5.65576, 2.04874, -4.18387], [-5.72671, 3.35660, -3.15149], [-7.93055, 2.18810, -3.91653], [-7.90361, 2.39231, -2.19473], [-7.71402, -0.15954, -3.72383], [-8.66802, 0.15460, -2.36977], [-6.72470, -1.46543, -1.76596], [-6.86873, -0.19961, -0.76242], [-4.43090, -1.70698, -1.37056], [-4.80178, -0.53876, -0.07650], [-3.30127, -0.59083, -1.12835], [1.33332, 1.09958, -1.33504], [0.73952, 1.05033, -2.66881], [1.41594, -0.29547, -0.88716], [2.67495, 1.62777, -1.53666], [0.65672, 1.95137, -0.40370], [2.91803, -4.36975, -7.01002], [3.09431, -3.24670, -5.95023], [2.88749, -3.94642, -4.59513], [3.54257, -5.65122, -4.77625], [2.48839, -6.55088, -4.41439], [4.93834, -5.78228, -4.35863], [3.54991, -5.64454, -6.55765], [3.48863, -4.16566, -7.91604], [1.86145, -4.57854, -7.17774], [2.32772, -2.49233, -6.12730], [4.01847, -2.70996, -6.16456], [1.86340, -4.04160, -4.23416], [3.39828, -3.52401, -3.72983], [2.94712, -6.48234, -6.90808], [4.59293, -5.51143, -6.84485], [1.21315, -7.23627, 0.95775], [0.61338, -8.23043, 1.85023], [-0.85468, -8.29039, 1.53348], [-1.23039, -6.41903, 1.67792], [-1.32697, -6.02160, 3.09537], [-2.27922, -5.99783, 0.78420], [0.38433, -5.93797, 1.09832], [1.12651, -7.64929, -0.04723], [2.29949, -7.18599, 1.03160], [0.69491, -8.17644, 2.93582], [1.05450, -9.18028, 1.54805], [-1.51915, -8.81811, 2.21766], [-1.16543, -8.74791, 0.59424], [0.75799, -5.21521, 1.82365], [0.32544, -5.45213, 0.12435], [6.59499, 7.99608, -2.03258], [6.77945, 9.16617, -3.04229], [7.57816, 8.64301, -4.24138], [6.61608, 7.00651, -4.48712], [7.50008, 5.85305, -4.81622], [5.35709, 7.16963, -5.16323], [6.26766, 6.71319, -2.70860], [5.79931, 8.36396, -1.38477], [7.51129, 8.09085, -1.44991], [7.26846, 10.00226, -2.54237], [5.85802, 9.58766, -3.44406], [8.63638, 8.47518, -4.04112], [7.45021, 9.24917, -5.13820], [7.01838, 5.95206, -2.49601], [5.37620, 6.11296, -2.52659], [6.93925, -2.37856, 1.40232], [6.83969, -3.74531, 0.64728], [8.11330, -3.96192, -0.24884], [8.32266, -2.33085, -1.00139], [7.56425, -2.29623, -2.24068], [9.71918, -1.91319, -0.97106], [7.40389, -1.36313, 0.30715], [7.75751, -2.58621, 2.09183], [6.09454, -1.94866, 1.94061], [5.83590, -3.97226, 0.28813], [6.96031, -4.53888, 1.38471], [8.02500, -4.80305, -0.93646], [8.96103, -4.04076, 0.43178], [6.75271, -0.93690, -0.45600], [8.10987, -0.58823, 0.60587], [1.68322, 0.11170, 4.98985], [2.39111, 0.17046, 6.23468], [3.58686, 0.75654, 6.23734], [4.03555, 1.32208, 5.16034], [4.23955, 0.57021, 7.34564], [5.68798, 0.58943, 7.49688], [1.83388, 1.05076, 4.45734], [0.61960, -0.12056, 5.04332], [2.03855, -0.81337, 4.53591], [5.90822, 0.06867, 8.42877], [6.10743, 1.59430, 7.44809], [6.28367, 0.08521, 6.73597], [-5.56962, 0.11279, 5.40970], [-6.21677, 1.32434, 6.01540], [-5.45669, 2.40939, 5.63354], [-6.00779, 3.34343, 4.40238], [-6.46024, 2.75046, 3.08722], [-7.13683, 4.26612, 5.02607], [-6.81026, 5.45537, 5.79611], [-7.90295, 5.88038, 6.78069], [-4.75869, 4.33584, 4.23819], [-3.46832, 3.79786, 4.12858], [-2.64926, 4.82461, 3.43867], [-5.91592, 0.00994, 4.38130], [-4.48896, 0.00731, 5.31409], [-5.89320, -0.78511, 5.93619], [-7.28625, 1.42338, 5.82966], [-6.12859, 1.35730, 7.10133], [-5.88114, 5.39149, 6.36246], [-6.66597, 6.27067, 5.08718], [-7.54180, 6.66139, 7.44979], [-8.84382, 6.17387, 6.31514], [-8.10183, 5.00530, 7.39938], [-3.22527, 3.89270, 5.18690], [-3.43149, 2.86624, 3.56393], [-1.57042, 4.71571, 3.54970], [-2.89673, 4.96003, 2.38582], [-2.73957, 5.80222, 3.91219]], "lowdin_charge": [-0.10, -0.26, -0.11, -0.22, -0.10, -0.14, -0.13, -0.14, -0.11, 0.05, 0.08, 0.09, 0.08, 0.11, 0.11, 0.12, 0.15, 0.15, 0.14, 0.09, 0.12, 0.11, 0.10, 0.10, 0.12, 0.12, 0.13, 0.09, 0.12, 0.12, 0.62, -0.42, -0.42, -0.40, -0.38, -0.24, -0.18, -0.20, 0.68, -0.34, -0.33, -0.26, 0.11, 0.11, 0.11, 0.12, 0.10, 0.10, 0.11, 0.11, -0.23, -0.29, -0.19, 0.71, -0.34, -0.35, -0.22, 0.12, 0.12, 0.13, 0.12, 0.10, 0.10, 0.11, 0.11, -0.23, -0.25, -0.18, 0.73, -0.37, -0.33, -0.22, 0.11, 0.11, 0.11, 0.11, 0.10, 0.09, 0.09, 0.12, -0.18, -0.22, -0.21, 0.68, -0.34, -0.36, -0.19, 0.11, 0.11, 0.11, 0.09, 0.11, 0.10, 0.09, 0.09, -0.03, -0.01, -0.55, 0.02, 0.01, -0.01, 0.10, 0.09, 0.10, 0.09, 0.09, 0.09, -0.07, -0.32, -0.19, 0.47, -0.27, -0.17, -0.25, -0.07, -0.21, -0.29, -0.08, 0.07, 0.08, 0.08, 0.12, 0.12, 0.12, 0.12, 0.08, 0.08, 0.07, 0.13, 0.13, 0.09, 0.08, 0.08]}

{"formula": "C54H55AsN4RuS2", "method": "wB97M-V/def2-TZVPD", "total_energy_ev": -147929.862, "spin_multiplicity": 6, "charge": 1, "homo_lumo_gap_ev": [4.5367, 3.5108], "homo_ha": [-0.2907, -0.3501], "e_above_lowest_kj_mol": 91.4, "s2": 8.80, "lumo_ev": [-3.4, -6.0], "species": ["Ru", "C", "N", "C", "C", "N", "C", "C", "C", "C", "C", "C", "C", "S", "C", "C", "C", "C", "C", "C", "S", "H", "H", "H", "H", "H", "H", "H", "H", "H", "H", "H", "H", "H", "H", "H", "H", "H", "H", "C", "C", "C", "C", "C", "C", "C", "C", "N", "C", "C", "C", "C", "N", "C", "C", "C", "C", "C", "C", "C", "C", "H", "H", "H", "H", "H", "H", "H", "H", "H", "H", "H", "H", "H", "H", "H", "H", "H", "H", "H", "H", "H", "H", "H", "H", "C", "C", "C", "C", "C", "C", "As", "C", "C", "C", "C", "C", "C", "C", "C", "C", "C", "C", "C", "H", "H", "H", "H", "H", "H", "H", "H", "H", "H", "H", "H", "H"], "positions_angstrom": [[2.20480, 4.47145, 17.87919], [2.06510, 1.30403, 17.06981], [2.81798, 2.52945, 16.84236], [4.20883, 2.30613, 17.32383], [5.02793, 3.53791, 17.63993], [4.32660, 4.37394, 18.60283], [4.47427, 3.80098, 19.95655], [4.82369, 5.73542, 18.73058], [6.13106, 6.17190, 18.44250], [6.58487, 7.39237, 18.91903], [5.62184, 8.32199, 19.36046], [4.28250, 7.97132, 19.54107], [3.84168, 6.67399, 19.24537], [2.10923, 6.27163, 19.42410], [2.94001, 2.76277, 15.39239], [3.26840, 1.73162, 14.43481], [3.62436, 2.07087, 13.14653], [3.62562, 3.42066, 12.73389], [3.22153, 4.41008, 13.62927], [2.88833, 4.11263, 14.96525], [2.36993, 5.56854, 15.88038], [2.64989, 0.40336, 16.96137], [1.20247, 1.22362, 16.36914], [1.62186, 1.33461, 18.07192], [4.80613, 1.71952, 16.59663], [4.20972, 1.63802, 18.20442], [5.26178, 4.11875, 16.70963], [6.01688, 3.21389, 18.03937], [4.02063, 2.82167, 19.91903], [5.53597, 3.73519, 20.26465], [3.88193, 4.43295, 20.67182], [6.80677, 5.41236, 18.01317], [7.63561, 7.69541, 18.96471], [5.96706, 9.33148, 19.65417], [3.58909, 8.64167, 20.06551], [3.06406, 0.65637, 14.73902], [3.81655, 1.28880, 12.39555], [4.00356, 3.66162, 11.72472], [3.24530, 5.43050, 13.31127], [-1.98176, 2.19988, 22.53775], [-0.54961, 1.79151, 22.81852], [-0.25378, 1.37984, 24.14259], [0.90229, 0.65616, 24.39954], [1.82974, 0.31142, 23.34162], [1.64099, 0.88895, 22.07871], [2.48206, 0.51870, 20.92622], [0.44354, 1.69282, 21.82972], [0.36000, 2.49432, 20.67715], [-0.52682, 2.32457, 19.74914], [-0.98929, 0.88652, 19.47688], [-1.07804, 3.39092, 18.90422], [-2.61806, 3.51873, 19.12415], [-0.32029, 4.24188, 18.25430], [-0.98400, 5.04952, 17.24465], [-1.47672, 4.43121, 16.08439], [-1.71003, 2.92347, 15.92781], [-1.74207, 5.20517, 14.99665], [-1.66984, 6.61496, 15.06290], [-1.38089, 7.22802, 16.25525], [-1.03569, 6.42444, 17.33554], [-0.76287, 7.05601, 18.66737], [-1.99754, 2.73988, 21.56554], [-2.34303, 2.99741, 23.24728], [-2.67487, 1.35837, 22.55978], [-0.98411, 1.51086, 24.95564], [1.14354, 0.34177, 25.39126], [2.73832, -0.23058, 23.61926], [3.34833, 1.18838, 20.80682], [1.96007, 0.51178, 19.96489], [2.80740, -0.51876, 21.07818], [-1.51261, 0.84371, 18.49757], [-1.66810, 0.48315, 20.22456], [-0.11899, 0.26682, 19.37356], [-3.02693, 2.48622, 19.02698], [-2.97920, 4.19931, 18.32370], [-2.81226, 3.88544, 20.16409], [-1.87783, 2.79569, 14.84262], [-2.56803, 2.50872, 16.53012], [-0.80055, 2.39311, 16.22103], [-2.01662, 4.74258, 14.03271], [-1.85286, 7.20949, 14.13614], [-1.54436, 8.29269, 16.30434], [-1.38779, 7.95642, 18.76898], [0.28086, 7.39701, 18.72703], [-0.87087, 6.33774, 19.44295], [2.30288, 5.87915, 27.82718], [1.64970, 7.09380, 27.48920], [1.50863, 7.48055, 26.18249], [1.86220, 6.60515, 25.14051], [2.30051, 5.31686, 25.46036], [2.52609, 4.95451, 26.77185], [1.57137, 7.03108, 23.18869], [-0.23775, 7.88457, 23.19111], [-1.51614, 7.26897, 23.11290], [-2.65431, 8.05707, 23.14745], [-2.56762, 9.45118, 23.07566], [-1.34620, 10.03603, 23.10539], [-0.17235, 9.24696, 23.07841], [1.17373, 9.83913, 23.02592], [1.44556, 11.21288, 23.05985], [2.71745, 11.63289, 23.36039], [3.72792, 10.70900, 23.53565], [3.51695, 9.33548, 23.50619], [2.21872, 8.91611, 23.22916], [2.53822, 5.61009, 28.84400], [1.27616, 7.71708, 28.30898], [1.05768, 8.45386, 26.05899], [2.42472, 4.55182, 24.69367], [3.10599, 4.06517, 26.90985], [-1.57732, 6.16587, 23.16617], [-3.64183, 7.53466, 23.18013], [-3.44949, 10.10019, 22.99774], [-1.28119, 11.13376, 23.19593], [0.60770, 11.90938, 23.00992], [2.84531, 12.73426, 23.49854], [4.72723, 11.07920, 23.75329], [4.29621, 8.58026, 23.57748]], "lowdin_spin": [2.22, 0.00, 0.01, 0.00, 0.00, 0.06, 0.02, 0.02, 0.00, 0.01, 0.00, 0.01, 0.01, 0.18, 0.02, 0.00, 0.01, 0.00, 0.02, 0.04, 0.33, 0.00, 0.00, 0.00, 0.00, 0.00, 0.00, 0.00, 0.00, 0.00, 0.00, 0.00, 0.00, 0.00, 0.00, 0.00, 0.00, 0.00, 0.00, 0.00, 0.00, 0.00, 0.00, 0.00, 0.01, 0.00, 0.01, 0.15, 0.07, 0.02, 0.42, 0.07, 0.49, 0.21, 0.07, 0.01, 0.04, 0.18, 0.00, 0.16, 0.03, 0.00, 0.00, 0.00, 0.00, 0.00, 0.00, 0.00, 0.00, 0.00, 0.00, 0.00, 0.00, 0.01, 0.01, 0.02, 0.00, 0.00, 0.00, 0.00, 0.01, 0.00, 0.00, 0.02, 0.00, 0.00, 0.00, 0.00, 0.00, 0.00, 0.00, 0.00, 0.00, 0.00, 0.00, 0.00, 0.00, 0.00, 0.00, 0.00, 0.00, 0.00, 0.00, 0.00, 0.00, 0.00, 0.00, 0.00, 0.00, 0.00, 0.00, 0.00, 0.00, 0.00, 0.00, 0.00, 0.00]}